[1]
{
  "formula": "C27H54B3ClO12S",
  "method": "the ωB97M-V functional and the def2-TZVPD basis",
  "fmax_ev_per_a": 6.28,
  "e_homo_ev": -9.31,
  "smiles": "O=C(O)CCB1OBOB(CCCCS(=O)(=O)Cl)O1.C1CCOC1.C1CCOC1.C1CCOC1.C1CCOC1.C1CCOC1",
  "charge": 0,
  "total_energy_ev": -78834.0737,
  "spin_multiplicity": 1,
  "orbital_gap_ev": 8.70,
  "mol_weight_g_mol": 670.67,
  "elements": ["O", "C", "O", "C", "C", "B", "O", "B", "O", "B", "C", "C", "C", "C", "S", "O", "O", "Cl", "O", "H", "H", "H", "H", "H", "H", "H", "H", "H", "H", "H", "H", "H", "H", "C", "C", "C", "O", "C", "H", "H", "H", "H", "H", "H", "H", "H", "C", "C", "C", "O", "C", "H", "H", "H", "H", "H", "H", "H", "H", "C", "C", "C", "O", "C", "H", "H", "H", "H", "H", "H", "H", "H", "C", "C", "C", "O", "C", "H", "H", "H", "H", "H", "H", "H", "H", "C", "C", "C", "O", "C", "H", "H", "H", "H", "H", "H", "H", "H"],
  "positions_angstrom": [[-1.308, 1.166, -3.194], [-0.298, 1.510, -2.558], [-0.440, 1.652, -1.147], [1.143, 1.782, -3.184], [1.255, 1.377, -4.736], [2.232, 0.107, -4.970], [3.003, -0.168, -6.146], [3.459, -1.551, -5.994], [2.429, -2.548, -5.704], [1.747, -2.082, -4.514], [0.486, -2.809, -3.815], [0.448, -2.712, -2.221], [1.834, -3.044, -1.488], [2.360, -1.717, -0.747], [4.168, -1.399, -0.970], [4.993, -2.076, 0.106], [4.700, -1.821, -2.311], [4.462, 0.668, -0.665], [2.292, -0.876, -3.891], [0.467, 1.558, -0.781], [1.904, 1.243, -2.519], [1.403, 2.901, -3.109], [0.235, 1.078, -5.183], [1.633, 2.239, -5.395], [4.601, -1.853, -6.138], [-0.454, -2.253, -4.194], [0.377, -3.878, -4.215], [0.036, -1.696, -1.898], [-0.314, -3.500, -1.865], [1.586, -3.791, -0.647], [2.613, -3.556, -2.136], [2.187, -1.844, 0.384], [1.792, -0.771, -1.035], [-2.544, 2.565, 1.984], [-2.574, 2.488, 3.495], [-1.982, 1.118, 3.754], [-1.061, 0.855, 2.686], [-1.254, 1.838, 1.658], [-2.569, 3.584, 1.594], [-3.397, 2.018, 1.567], [-1.925, 3.262, 3.919], [-3.571, 2.609, 3.922], [-2.753, 0.340, 3.731], [-1.458, 1.061, 4.712], [-0.396, 2.521, 1.682], [-1.283, 1.350, 0.683], [-5.216, -0.507, 6.105], [-5.148, 0.166, 7.459], [-4.613, 1.538, 7.102], [-5.082, 1.836, 5.779], [-5.627, 0.640, 5.204], [-5.909, -1.348, 6.067], [-4.222, -0.869, 5.821], [-6.155, 0.255, 7.879], [-4.522, -0.361, 8.181], [-3.518, 1.544, 7.079], [-4.951, 2.313, 7.793], [-6.716, 0.750, 5.173], [-5.259, 0.524, 4.181], [0.176, 7.071, -4.865], [-0.716, 6.405, -3.839], [-0.150, 5.000, -3.795], [1.250, 5.107, -4.091], [1.519, 6.428, -4.580], [0.200, 8.159, -4.787], [-0.159, 6.808, -5.874], [-0.588, 6.891, -2.866], [-1.776, 6.430, -4.095], [-0.607, 4.362, -4.559], [-0.283, 4.524, -2.820], [2.061, 6.971, -3.798], [2.154, 6.370, -5.467], [1.920, -8.127, -3.878], [0.783, -8.909, -4.500], [-0.427, -8.108, -4.060], [-0.001, -6.743, -3.944], [1.430, -6.699, -4.013], [2.884, -8.294, -4.361], [2.017, -8.391, -2.820], [0.870, -8.886, -5.591], [0.741, -9.952, -4.183], [-0.783, -8.432, -3.076], [-1.255, -8.174, -4.769], [1.706, -6.274, -4.984], [1.816, -6.046, -3.225], [2.039, 2.321, 7.183], [2.336, 1.688, 5.843], [1.779, 0.289, 6.024], [0.678, 0.396, 6.940], [0.701, 1.700, 7.536], [2.008, 3.411, 7.158], [2.796, 2.017, 7.914], [1.783, 2.210, 5.055], [3.394, 1.693, 5.578], [2.522, -0.380, 6.470], [1.434, -0.149, 5.085], [-0.128, 2.277, 7.111], [0.549, 1.614, 8.614]],
  "forces_ev_per_a": [[3.3, 1.3, 1.8], [-2.1, -0.8, -1.0], [1.6, -0.4, -2.5], [-0.2, 0.5, 0.0], [0.4, 0.0, -0.5], [0.4, 0.0, 0.3], [-0.5, -2.0, 2.5], [-1.9, 0.3, -0.4], [0.6, 2.7, 1.8], [0.9, -0.3, 0.2], [-0.4, 0.1, -0.5], [-0.4, -0.9, -0.3], [-0.6, 0.1, 0.9], [-0.9, 0.1, 0.8], [4.8, -4.1, -0.1], [-3.1, 2.3, -2.1], [-2.3, 1.9, 2.7], [-0.6, -0.9, -0.3], [-1.5, -0.4, -2.8], [-0.7, 0.4, 0.0], [-1.0, 0.6, -1.0], [-0.6, -1.6, 0.1], [1.3, 0.5, 0.9], [-0.7, -1.0, 1.2], [-0.3, 0.0, -0.1], [1.3, -0.8, 0.4], [0.2, 1.4, 0.8], [0.7, -1.3, -0.4], [1.1, 1.3, -0.5], [0.6, 1.1, -1.3], [-0.9, 1.0, 0.6], [0.7, 0.3, -1.7], [1.0, -1.3, 0.0], [-0.2, 0.0, -0.3], [0.0, 0.3, 0.3], [0.0, -0.3, 0.1], [-0.2, 0.2, 0.1], [0.2, -0.2, -0.1], [0.0, -0.1, 0.0], [0.1, 0.1, 0.0], [0.0, 0.0, 0.0], [0.1, 0.0, 0.0], [-0.1, 0.0, 0.1], [0.0, -0.1, -0.1], [0.0, 0.1, -0.1], [-0.1, 0.0, 0.4], [0.3, -0.3, -0.2], [-0.3, 0.0, 0.4], [0.3, 0.2, -0.1], [0.0, -0.3, 0.1], [-0.3, 0.2, -0.1], [0.0, 0.1, 0.0], [-0.1, 0.0, 0.0], [0.1, 0.0, 0.0], [0.0, 0.1, -0.1], [0.0, 0.0, 0.1], [0.0, 0.0, -0.1], [0.0, -0.1, -0.1], [0.0, 0.1, 0.0], [-0.1, 0.1, -0.4], [-0.2, 0.1, 0.4], [0.0, -0.3, -0.2], [-0.2, 0.2, 0.0], [0.3, 0.0, 0.2], [0.0, -0.1, 0.0], [0.0, 0.1, 0.1], [0.0, 0.0, -0.1], [0.1, 0.0, 0.0], [-0.1, 0.0, 0.1], [0.1, 0.0, 0.0], [0.0, 0.1, -0.1], [0.0, -0.1, 0.1], [0.3, -0.1, 0.4], [-0.1, -0.2, -0.4], [-0.3, 0.1, 0.2], [0.2, -0.2, 0.0], [-0.1, 0.3, -0.2], [-0.1, 0.0, 0.0], [0.0, 0.0, -0.1], [0.0, 0.0, 0.1], [0.0, 0.1, 0.0], [0.0, -0.1, 0.0], [0.0, 0.1, 0.1], [0.1, 0.0, 0.0], [-0.1, 0.0, 0.0], [0.3, 0.1, 0.4], [0.0, 0.1, -0.4], [0.0, -0.4, 0.1], [0.2, 0.3, -0.1], [-0.4, -0.1, 0.0], [0.0, -0.1, 0.0], [-0.1, 0.1, 0.0], [0.1, -0.1, 0.0], [-0.1, 0.0, 0.0], [0.1, 0.0, -0.1], [-0.1, 0.0, 0.1], [0.0, 0.1, 0.1], [0.0, -0.1, -0.1]]
}

***

[2]
{
  "formula": "C27H54IO7P",
  "method": "the ωB97M-V functional and the def2-TZVPD basis",
  "fmax_ev_per_a": 1.97,
  "e_homo_ev": -9.44,
  "smiles": "CCCCCCCCCCCC[C@H](OC)[C@](CCCI)(CCCCCCOC(C)=O)OCP(=O)(O)O",
  "charge": 0,
  "total_energy_ev": -60598.5294,
  "spin_multiplicity": 1,
  "orbital_gap_ev": 9.81,
  "mol_weight_g_mol": 648.60,
  "elements": ["C", "C", "C", "C", "C", "C", "C", "C", "C", "C", "C", "C", "C", "O", "C", "C", "C", "C", "C", "I", "C", "C", "C", "C", "C", "C", "O", "C", "C", "O", "O", "C", "P", "O", "O", "O", "H", "H", "H", "H", "H", "H", "H", "H", "H", "H", "H", "H", "H", "H", "H", "H", "H", "H", "H", "H", "H", "H", "H", "H", "H", "H", "H", "H", "H", "H", "H", "H", "H", "H", "H", "H", "H", "H", "H", "H", "H", "H", "H", "H", "H", "H", "H", "H", "H", "H", "H", "H", "H", "H"],
  "positions_angstrom": [[1.209, -1.867, 1.653], [1.048, -0.415, 2.102], [2.261, 0.127, 2.880], [3.579, 0.147, 2.079], [3.747, 1.477, 1.331], [4.562, 1.394, 0.041], [4.137, 0.275, -0.919], [2.621, 0.218, -1.166], [2.142, 0.638, -2.566], [1.069, -0.290, -3.123], [0.021, -0.579, -2.037], [-1.274, -1.140, -2.604], [-2.502, -1.175, -1.695], [-3.319, -0.018, -1.723], [-2.674, 1.213, -1.939], [-2.230, -1.679, -0.239], [-3.577, -2.160, 0.305], [-3.667, -2.561, 1.788], [-2.548, -3.451, 2.329], [-3.297, -4.623, 3.997], [-1.608, -0.650, 0.712], [-2.439, 0.524, 1.263], [-1.596, 1.810, 1.351], [-2.368, 3.108, 1.133], [-1.449, 4.297, 0.843], [-0.825, 4.182, -0.534], [0.000, 5.329, -0.817], [1.298, 4.983, -1.098], [2.269, 5.102, 0.054], [1.655, 4.623, -2.207], [-1.230, -2.701, -0.295], [-1.561, -3.903, -0.914], [0.027, -4.813, -1.027], [1.127, -3.867, -1.315], [0.254, -5.611, 0.326], [-0.124, -5.886, -2.190], [0.288, -2.209, 1.176], [1.987, -1.960, 0.901], [1.429, -2.508, 2.503], [0.859, 0.230, 1.245], [0.198, -0.385, 2.785], [2.355, -0.410, 3.823], [2.038, 1.167, 3.128], [4.392, 0.034, 2.795], [3.629, -0.704, 1.409], [4.257, 2.168, 2.003], [2.766, 1.920, 1.153], [4.586, 2.357, -0.467], [5.600, 1.196, 0.323], [4.480, -0.673, -0.516], [4.639, 0.450, -1.869], [2.105, 0.847, -0.444], [2.295, -0.796, -0.938], [2.986, 0.753, -3.244], [1.676, 1.622, -2.484], [0.551, 0.228, -3.933], [1.493, -1.223, -3.494], [-0.106, 0.348, -1.478], [0.463, -1.309, -1.364], [-1.066, -2.160, -2.925], [-1.511, -0.605, -3.524], [-3.149, -1.952, -2.111], [-3.427, 1.986, -1.800], [-2.306, 1.321, -2.959], [-1.867, 1.411, -1.236], [-4.263, -1.328, 0.157], [-3.993, -2.973, -0.290], [-4.598, -3.112, 1.908], [-3.762, -1.705, 2.451], [-1.718, -2.907, 2.758], [-2.177, -4.190, 1.635], [-1.285, -1.240, 1.568], [-0.692, -0.238, 0.299], [-3.363, 0.727, 0.729], [-2.726, 0.303, 2.290], [-0.781, 1.760, 0.630], [-1.121, 1.885, 2.331], [-3.055, 3.022, 0.288], [-2.991, 3.324, 1.999], [-0.659, 4.389, 1.587], [-2.052, 5.205, 0.831], [-0.190, 3.295, -0.576], [-1.583, 4.081, -1.307], [2.904, 4.222, 0.050], [2.914, 5.948, -0.174], [1.773, 5.245, 1.006], [-2.288, -4.505, -0.360], [-1.926, -3.830, -1.941], [0.884, -5.071, 0.820], [0.372, -5.512, -2.927]],
  "forces_ev_per_a": [[-0.2, 0.3, -0.3], [0.8, -0.4, 0.7], [-0.1, 0.2, -0.5], [-0.4, 0.2, 0.6], [0.3, 0.0, 0.0], [0.3, -0.4, 0.2], [-0.4, 0.7, 0.1], [0.3, -0.2, -0.1], [-0.1, 0.1, 0.3], [-0.4, 0.2, 0.3], [0.7, -0.1, -0.4], [0.3, 0.2, 0.1], [0.2, -0.7, -0.1], [0.0, 0.0, 0.1], [-0.2, 0.4, 0.0], [-0.6, 0.9, -0.2], [0.1, 0.1, 0.6], [0.1, -0.4, 0.0], [-0.4, -0.2, 0.4], [0.2, 0.1, -0.1], [-0.3, 0.0, 0.3], [0.3, 0.3, 0.3], [-0.2, 0.2, -0.1], [0.1, 0.1, -0.1], [-0.4, 0.1, -0.4], [0.3, -0.2, 0.2], [0.2, -0.1, 0.0], [0.6, -0.5, -1.5], [-0.2, 0.1, -0.5], [-0.8, 0.5, 1.6], [-0.3, -0.1, 0.1], [0.3, -1.1, -0.1], [0.9, 1.7, -0.4], [-0.2, -0.2, 0.0], [-0.4, -0.2, -0.2], [-0.5, -0.4, 0.5], [0.3, -0.1, 0.1], [0.2, -0.2, 0.0], [0.1, -0.1, 0.1], [0.0, 0.0, 0.1], [-0.2, 0.3, -0.1], [0.1, -0.2, 0.0], [0.0, 0.1, 0.3], [0.2, -0.1, -0.1], [0.0, -0.1, -0.1], [-0.1, 0.2, 0.1], [-0.1, 0.0, -0.1], [-0.2, 0.1, -0.1], [0.1, 0.1, 0.0], [0.1, -0.2, -0.1], [0.2, -0.2, -0.1], [0.0, 0.0, 0.1], [0.0, -0.1, -0.2], [0.0, -0.1, -0.2], [0.1, 0.2, -0.1], [0.2, -0.1, -0.3], [0.0, -0.1, -0.1], [-0.2, 0.1, -0.1], [-0.2, 0.0, 0.2], [0.0, -0.1, 0.0], [-0.3, 0.0, 0.0], [-0.2, 0.0, -0.2], [-0.1, 0.0, 0.0], [0.2, -0.1, -0.1], [0.1, -0.1, 0.0], [-0.1, 0.1, -0.1], [0.2, -0.1, -0.2], [-0.2, 0.0, -0.1], [0.1, 0.2, 0.0], [0.1, 0.1, -0.1], [0.0, -0.1, -0.1], [-0.1, 0.1, -0.1], [-0.2, -0.3, -0.2], [0.0, -0.1, -0.3], [-0.3, -0.2, 0.0], [0.1, 0.0, -0.1], [0.2, -0.1, 0.0], [-0.1, -0.2, -0.1], [0.0, 0.0, 0.1], [0.0, 0.1, 0.2], [0.1, 0.2, 0.3], [0.0, -0.1, -0.2], [-0.1, 0.1, -0.1], [0.0, -0.1, 0.1], [0.1, 0.1, 0.2], [0.0, 0.0, 0.1], [-0.1, 0.0, 0.0], [-0.1, 0.3, -0.1], [0.2, -0.1, 0.3], [0.1, -0.2, -0.3]]
}